(1)
Molecular formula: C3H6F26K4NO7P4S2
Method: DFT, the ωB97M-V functional and the def2-TZVPD basis

**Total charge**: -1
**Frontier orbital gap**: 5.9117 eV

CARTESIAN COORDINATES (ANGSTROEM)
1 K 6.804 -6.029 23.471
2 K 13.794 -6.668 24.981
3 K 9.551 -7.914 17.299
4 K 14.495 -1.431 21.366
5 N 13.076 -12.288 21.942
6 S 12.570 -13.464 20.842
7 O 13.393 -13.529 19.643
8 O 11.093 -13.794 20.704
9 F 13.127 -14.678 21.792
10 S 11.854 -11.425 21.828
11 O 10.767 -11.709 22.723
12 O 11.701 -10.789 20.512
13 F 12.610 -10.166 22.588
14 P 9.495 -8.165 26.936
15 F 8.309 -7.414 27.720
16 F 10.414 -7.695 28.255
17 F 9.134 -9.521 27.721
18 F 10.826 -8.892 26.284
19 F 8.418 -8.572 25.777
20 F 9.938 -6.843 26.221
21 P 13.581 -1.466 26.156
22 F 14.918 -1.948 25.373
23 F 14.065 0.049 26.374
24 F 12.852 -1.191 24.775
25 F 12.289 -0.996 26.953
26 F 13.140 -3.037 26.218
27 F 14.370 -1.723 27.556
28 P 10.852 -4.869 21.154
29 F 12.020 -4.495 22.193
30 F 10.620 -6.296 22.012
31 F 9.782 -4.165 22.092
32 F 9.637 -5.176 20.097
33 F 11.081 -3.458 20.416
34 F 11.835 -5.595 19.989
35 P 17.158 -5.842 21.208
36 F 18.365 -6.665 21.933
37 F 18.076 -4.561 20.817
38 F 17.484 -6.450 19.720
39 F 15.874 -4.930 20.763
40 F 16.221 -7.171 21.648
41 F 16.755 -5.264 22.664
42 C 5.246 2.652 20.277
43 O 4.967 1.593 21.143
44 C 5.353 0.305 20.969
45 O 5.152 -0.531 21.819
46 O 6.032 0.211 19.840
47 C 6.643 -1.027 19.431
48 H 5.317 2.313 19.244
49 H 6.232 2.985 20.600
50 H 4.543 3.479 20.379
51 H 5.824 -1.725 19.260
52 H 7.112 -1.379 20.350
53 H 7.366 -0.984 18.617

Cartesian forces (eV/Å) of the 6 atoms listed first:
K 0.7 -0.1 0.3
K -0.2 0.1 -0.2
K 0.4 0.0 0.5
K 0.0 -0.6 0.5
N 0.5 -4.5 -2.5
S -0.1 -3.3 -0.1

Atomic partial charges in e from the natural (NBO) method, atoms 1 to 8: 1.00 0.99 1.00 1.00 -1.07 2.33 -0.90 -0.89

***

(2)
Molecular formula: C3H6F2IN
Method: DFT, the ωB97M-V functional and the def2-TZVPD basis

**Structure (SMILES)**: CN(C)C(F)(F)I
**Total charge**: 0
**Relative energy (zero: lowest compared OMol25 entry of this formula, charge and spin)**: 0.0 kcal per mole
**Frontier orbital gap**: 9.9682 eV

CARTESIAN COORDINATES (ANGSTROEM)
1 C 0.050 -0.193 1.212
2 N 0.416 -0.757 -0.095
3 C -0.040 -0.018 -1.290
4 C 1.796 -1.092 -0.236
5 F 2.140 -1.589 -1.369
6 F 2.018 -2.168 0.727
7 I 3.334 0.358 0.376
8 H 0.148 0.889 1.115
9 H -0.936 -0.633 1.265
10 H 0.706 -0.647 1.997
11 H 0.092 1.031 -1.481
12 H 0.182 -0.562 -2.131
13 H -1.107 -0.007 -1.279

Cartesian forces (eV/Å) of the 6 atoms listed first:
C 0.7 -1.2 -0.8
N 2.7 0.7 -1.9
C -1.8 0.1 1.7
C -0.8 -1.4 4.1
F 0.0 -0.3 -1.8
F -0.2 1.5 -1.2

Atomic partial charges in e from the natural (NBO) method, atoms 1 to 8: -0.43 -0.46 -0.44 0.77 -0.31 -0.40 -0.02 0.20

***

(3)
Molecular formula: C3H6F2O
Method: DFT, the ωB97M-V functional and the def2-TZVPD basis

**Structure (SMILES)**: C[C@](O)(F)CF
**Total charge**: 0
**Relative energy (zero: lowest compared OMol25 entry of this formula, charge and spin)**: 30.9 kcal per mole
**Frontier orbital gap**: 10.9843 eV

CARTESIAN COORDINATES (ANGSTROEM)
1 C 0.141 0.885 0.858
2 C 0.711 -0.162 -0.556
3 O 1.568 -1.102 -0.100
4 F 1.332 0.540 -1.544
5 C -0.561 -0.830 -1.062
6 F -0.272 -1.782 -2.058
7 H 0.856 1.677 1.108
8 H -0.855 1.168 0.527
9 H 0.140 0.301 1.744
10 H 2.537 -0.840 -0.064
11 H -1.445 -0.372 -1.595
12 H -0.969 -1.530 -0.261

Cartesian forces (eV/Å) of the 6 atoms listed first:
C 1.5 -1.2 -3.4
C -1.4 2.3 2.8
O 1.9 -1.0 0.4
F -0.2 0.7 0.0
C -1.7 -2.8 -0.3
F 0.9 -0.1 -0.3

Atomic partial charges in e from the natural (NBO) method, atoms 1 to 8: -0.67 0.61 -0.72 -0.35 -0.04 -0.38 0.22 0.21

***

(4)
Molecular formula: C3H6F2O3S
Method: DFT, the ωB97M-V functional and the def2-TZVPD basis

**Total charge**: 0
**Frontier orbital gap**: 10.9668 eV

CARTESIAN COORDINATES (ANGSTROEM)
1 C -0.755 -0.937 -0.790
2 C -1.636 0.720 0.896
3 C -0.603 0.298 -0.100
4 O 2.058 -0.671 -1.185
5 O 3.189 -0.689 0.962
6 O 1.028 0.049 0.925
7 F -0.285 1.372 -0.899
8 F 2.866 1.388 -0.207
9 S 2.293 -0.120 0.073
10 H -1.526 -0.597 -1.496
11 H 0.091 -1.289 -1.426
12 H -1.057 -1.755 -0.180
13 H -1.286 1.520 1.716
14 H -1.839 -0.334 1.372
15 H -2.537 1.044 0.340

Cartesian forces (eV/Å) of the 6 atoms listed first:
C 0.4 -0.9 -2.4
C 0.7 -1.5 2.6
C 2.3 3.4 1.0
O -0.2 -0.4 -2.2
O 2.5 -1.0 1.2
O -2.2 1.2 -2.2

Atomic partial charges in e from the natural (NBO) method, atoms 1 to 8: -0.76 -0.72 0.79 -0.94 -0.92 -0.84 -0.33 -0.50

***

(5)
Molecular formula: C3H6F3MgO
Method: DFT, the ωB97M-V functional and the def2-TZVPD basis

**Total charge**: 0
**Relative energy (zero: lowest compared OMol25 entry of this formula, charge and spin)**: 35.1 kcal per mole
**Frontier orbital gap (spin up / spin down)**: 6.7658 / 6.8980 eV
**Spin multiplicity**: 2
**⟨S²⟩**: 0.7599

CARTESIAN COORDINATES (ANGSTROEM)
1 H -0.149 0.647 -1.114
2 C -0.751 0.152 -1.891
3 F -2.051 0.793 -1.436
4 F -0.195 0.700 -2.994
5 F -1.125 -1.067 -2.326
6 Mg -2.240 0.139 1.655
7 C 1.454 0.635 1.203
8 O 1.017 -0.362 0.325
9 C -0.225 -0.958 0.689
10 H 2.352 1.096 0.771
11 H 0.691 1.423 1.349
12 H 1.697 0.201 2.188
13 H -0.536 -1.787 0.036
14 H 0.059 -1.611 1.545

Cartesian forces (eV/Å) of the 6 atoms listed first:
H 0.3 -2.5 0.5
C -2.3 2.4 -1.2
F 2.0 -1.0 -1.7
F -1.0 0.4 0.0
F 0.9 0.9 1.9
Mg 1.0 -0.4 -0.7

Atomic partial charges in e from the natural (NBO) method, atoms 1 to 8: 0.21 0.84 -0.43 -0.33 -0.30 0.62 -0.24 -0.59

***

(6)
Molecular formula: C3H6F3N
Method: DFT, the ωB97M-V functional and the def2-TZVPD basis

**Structure (SMILES)**: NCCC(F)(F)F
**Total charge**: 0
**Relative energy (zero: lowest compared OMol25 entry of this formula, charge and spin)**: 0.0 kcal per mole
**Frontier orbital gap**: 10.7536 eV

CARTESIAN COORDINATES (ANGSTROEM)
1 N 1.662 0.868 0.158
2 C 1.053 -0.446 0.253
3 C -0.337 -0.674 -0.365
4 C -1.438 0.217 0.113
5 F -1.117 1.521 -0.174
6 F -2.604 0.012 -0.527
7 F -1.705 0.137 1.432
8 H 1.002 1.550 0.514
9 H 1.744 1.033 -0.850
10 H 0.968 -0.720 1.305
11 H 1.699 -1.163 -0.294
12 H -0.610 -1.720 -0.116
13 H -0.317 -0.616 -1.449

Cartesian forces (eV/Å) of the 6 atoms listed first:
N -0.3 -0.2 -0.8
C -0.1 -0.5 -0.1
C -0.1 -1.1 0.3
C -0.2 1.0 -0.3
F -0.2 -0.3 0.5
F 0.1 -0.3 0.1

Atomic partial charges in e from the natural (NBO) method, atoms 1 to 8: -0.81 -0.21 -0.52 0.98 -0.35 -0.33 -0.32 0.36

***

(7)
Molecular formula: C3H6F3N4
Method: DFT, the ωB97M-V functional and the def2-TZVPD basis

**Structure (SMILES)**: [NH3+]N1CN=N[C@@H]1C(F)(F)F
**Total charge**: +1
**Relative energy (zero: lowest compared OMol25 entry of this formula, charge and spin)**: 22.9 kcal per mole
**Frontier orbital gap**: 9.8362 eV

CARTESIAN COORDINATES (ANGSTROEM)
1 N -1.367 0.391 1.216
2 N -0.268 -0.095 0.554
3 C -0.350 -1.536 0.104
4 N -0.168 -1.545 -1.371
5 N 0.011 -0.436 -1.805
6 C 0.129 0.564 -0.767
7 C 1.691 0.815 -0.638
8 F 1.969 2.017 -0.158
9 F 2.221 -0.109 0.131
10 F 2.214 0.714 -1.831
11 H -1.177 1.306 1.818
12 H -1.647 -0.280 1.978
13 H -2.262 0.710 0.676
14 H -1.135 -2.030 0.539
15 H 0.680 -1.973 0.441
16 H -0.541 1.485 -0.888

Cartesian forces (eV/Å) of the 6 atoms listed first:
N -3.3 3.1 2.2
N 1.6 -1.2 -2.4
C 5.2 1.3 0.3
N -1.6 -1.4 1.1
N 0.0 1.2 -0.9
C -0.6 1.4 2.3

Atomic partial charges in e from the natural (NBO) method, atoms 1 to 8: -0.53 -0.28 -0.17 -0.03 -0.08 -0.06 0.98 -0.30

***

(8)
Molecular formula: C3H6F6Li2N3O15S6
Method: DFT, the ωB97M-V functional and the def2-TZVPD basis

**Total charge**: -1
**Relative energy (zero: lowest compared OMol25 entry of this formula, charge and spin)**: 0.0 kcal per mole
**Frontier orbital gap**: 8.9366 eV

CARTESIAN COORDINATES (ANGSTROEM)
1 Li 0.821 0.273 -0.886
2 Li 1.593 -0.906 -2.998
3 N 1.233 -1.554 -1.024
4 S 2.531 -1.863 0.046
5 O 3.371 -2.974 -0.278
6 O 2.193 -1.490 1.398
7 F 3.328 -0.562 -0.405
8 S 0.641 -3.046 -0.996
9 O -0.051 -3.423 0.202
10 O 1.296 -4.003 -1.849
11 F -0.612 -2.644 -1.939
12 N 0.674 0.759 -2.792
13 S 1.211 2.312 -3.296
14 O 0.523 3.453 -2.785
15 O 1.736 2.342 -4.632
16 F 2.528 2.230 -2.406
17 S -0.696 0.915 -3.710
18 O -0.625 0.929 -5.143
19 O -1.809 1.531 -3.043
20 F -1.121 -0.667 -3.526
21 N 0.609 1.378 0.903
22 S 1.704 2.639 1.141
23 O 1.602 3.293 2.409
24 O 1.981 3.473 -0.005
25 F 2.998 1.710 1.203
26 S -0.704 2.236 0.721
27 O -0.773 3.545 0.084
28 O -1.616 1.984 1.813
29 F -1.177 1.345 -0.525
30 C -1.610 -1.118 5.010
31 O -2.392 -0.904 3.871
32 C -1.858 -1.087 2.694
33 O -0.703 -1.333 2.470
34 O -2.774 -0.858 1.762
35 C -2.497 -1.081 0.398
36 H -2.192 -0.945 5.915
37 H -0.789 -0.400 5.103
38 H -1.187 -2.123 5.028
39 H -1.443 -0.992 0.125
40 H -3.020 -0.326 -0.186
41 H -2.922 -2.048 0.127

Cartesian forces (eV/Å) of the 6 atoms listed first:
Li -0.8 1.1 1.1
Li 0.0 -0.6 -0.1
N 2.7 -2.2 1.3
S 1.1 3.2 2.6
O -0.9 0.6 0.0
O 0.2 -1.4 -1.8

Atomic partial charges in e from the natural (NBO) method, atoms 1 to 8: 0.86 0.95 -1.32 2.40 -0.86 -0.83 -0.50 2.43

***

no.,E_tot (eV)
1,-213837.70704
2,-18233.03285
3,-10689.18972
4,-25619.14768
5,-18848.83500
6,-12851.38050
7,-17310.61690
8,-120119.31356